Entry 1:
14
Properties=species:S:1:pos:R:3:forces:R:3 method="wB97M-V/def2-TZVPD" e_tot_ha=-266.34499 homo_lumo_gap_ev=8.18 homo_energy_ev=-8.37 charge=0 largest_force_ev_per_a=7.53
H -0.147498 -1.733495 -0.202628 1.49 -0.11 1.87
H -0.697542 1.815610 0.285636 2.53 -2.66 0.53
N 0.080730 0.418293 -1.039816 -1.14 -2.03 -4.92
H -1.948762 1.366912 -1.283538 4.11 -0.87 -3.13
H 0.907391 -2.218604 1.291003 -0.51 0.21 0.22
H 0.407339 -0.662181 -1.289751 -1.46 3.92 0.83
H -0.051499 1.078770 2.712225 -0.83 -3.31 0.40
C 0.036998 0.802893 0.207372 -3.86 4.35 -0.92
C -0.122173 -0.271330 2.550933 1.76 5.66 -3.06
C 0.372845 -0.087523 1.113207 0.54 -4.86 5.73
N -1.027811 0.904142 -2.019545 2.86 1.99 1.17
H 1.589954 -1.593946 -0.112629 0.98 0.71 -0.33
H -0.156125 1.621221 -2.757317 -4.45 -1.76 2.98
C 0.756153 -1.440764 0.544847 -2.04 -1.24 -1.37

=====

Entry 2:
18
Properties=species:S:1:pos:R:3:forces:R:3 method="wB97M-V/def2-TZVPD" e_tot_ha=-306.24256 homo_lumo_gap_ev=8.18 homo_energy_ev=-12.12 charge=+1 largest_force_ev_per_a=1.63
C -1.740175 0.980246 -0.724849 -0.17 0.39 0.05
H -0.889012 1.528629 -1.119852 0.10 -0.06 0.01
H -2.259650 -0.706516 1.209819 0.03 -0.11 -0.13
C 2.085834 0.094748 -1.011689 0.46 -1.36 0.77
H -1.640545 -2.146251 0.478614 0.00 0.07 -0.09
C -1.432528 -0.443146 -0.602437 0.66 -0.42 0.45
H -0.976766 -0.949443 -1.444055 -0.04 -0.17 0.11
N -1.823393 -1.153944 0.410033 -0.14 0.27 -0.21
N 1.087061 -0.184342 0.035721 -1.51 0.05 -0.14
H -2.063656 1.419220 0.216460 0.00 0.03 0.02
H 0.843819 -0.127810 2.104982 -0.01 0.01 0.07
H 2.367381 0.881764 -1.661792 0.12 0.40 -0.40
H 2.265996 0.767676 1.539685 0.04 -0.01 0.00
C 2.198899 -1.038691 -0.409621 0.14 1.38 -0.72
C 1.228376 0.511224 1.310431 0.22 0.04 0.09
H -2.542240 1.099305 -1.459142 -0.06 -0.07 -0.01
H 0.642024 1.429294 1.276341 -0.01 0.05 0.05
H 2.648577 -1.961955 -0.148646 0.19 -0.51 0.07

=====

Entry 3:
19
Properties=species:S:1:pos:R:3:forces:R:3 method="wB97M-V/def2-TZVPD" e_tot_ha=-290.12469 homo_lumo_gap_ev="3.08 / 9.43" homo_energy_ev="1.10 / -5.41" multiplicity=2 charge=-1 largest_force_ev_per_a=1.46
C 1.334501 0.214394 -0.369007 -0.35 -0.30 0.05
C -1.789064 -0.011436 -0.758831 0.40 1.02 -0.97
O -1.206634 -2.965793 1.683620 -0.36 -0.52 0.12
C 2.443506 0.858930 0.454741 0.32 -0.04 0.13
H -0.397081 -2.457426 1.876404 -0.10 0.27 -0.27
H -1.708785 -2.485839 1.001682 0.43 0.15 0.24
H -2.672715 -0.069771 -0.134023 -0.01 -0.45 0.22
H 2.615253 1.907844 0.208586 -0.15 0.08 -0.05
N -1.032888 1.186179 -0.367264 -0.32 -0.31 0.43
H -2.128971 0.172623 -1.786319 -0.08 -0.24 -0.03
H -1.167447 -0.914931 -0.784936 -0.33 -0.15 0.36
H 0.773344 -0.484393 0.265069 0.18 0.04 0.16
H 1.746585 -0.439085 -1.142201 0.06 0.25 -0.17
H 2.238347 0.782533 1.518179 -0.20 0.18 0.27
C 0.300659 1.210344 -0.931282 0.57 0.28 -0.77
H 0.714584 2.223801 -0.875427 -0.13 0.04 0.34
H 0.216362 1.071423 -2.019295 -0.25 -0.21 0.15
H 3.410317 0.374821 0.333238 0.07 -0.27 -0.17
H -0.979533 1.152544 0.648880 0.25 0.19 -0.04

=====

Entry 4:
8
Properties=species:S:1:pos:R:3:forces:R:3 method="wB97M-V/def2-TZVPD" e_tot_ha=-242.24378 homo_lumo_gap_ev=10.79 homo_energy_ev=-9.93 charge=0 largest_force_ev_per_a=0.82 smiles=c1c[nH]nn1
N -0.852005 -1.238023 -0.005460 0.39 0.04 0.14
H 0.366288 1.802251 -0.019385 0.23 0.01 0.03
N 0.429508 -1.438065 -0.001631 -0.13 -0.51 -0.01
H 2.047375 -0.221990 0.029787 -0.65 0.02 -0.07
C 0.136359 0.754588 -0.005361 -0.78 -0.23 0.14
C -1.074226 0.097323 0.013767 -0.12 0.46 -0.30
H -2.081619 0.497991 -0.010362 0.32 -0.05 0.06
N 1.028318 -0.254078 -0.001354 0.75 0.26 0.01

=====

Entry 5:
42
Properties=species:S:1:pos:R:3:forces:R:3 method="wB97M-V/def2-TZVPD" e_tot_ha=-957.25618 homo_lumo_gap_ev=7.75 homo_energy_ev=-11.88 charge=+1 largest_force_ev_per_a=1.02 smiles="O=COCCC1=[NH+]C[C@H](CCC(=O)Nc2ccccc2)C1"
C -2.815479 0.099679 -2.094374 0.35 0.00 -0.19
H -0.494171 -3.805017 0.331348 -0.12 0.22 -0.39
H -1.007295 2.036103 1.980983 0.08 0.24 -0.14
C -0.945314 0.030595 1.196254 0.08 -0.32 0.02
C -2.191225 0.080527 -3.341684 0.30 0.32 0.13
H -0.705568 1.009603 -4.610467 -0.04 -0.14 -0.19
C -2.422030 1.031972 -1.141261 0.05 0.28 -0.01
H 2.543338 -1.434289 2.147959 0.15 0.02 0.04
C 2.400829 -1.240585 -0.484845 0.34 0.04 0.13
C 1.681909 1.175592 0.447316 -0.53 0.16 -0.11
C 1.099153 1.499838 1.838749 0.40 -0.18 0.33
C -2.453290 0.079457 1.062174 -0.11 0.11 -0.23
C 1.182074 -2.105717 -0.856499 -0.11 -0.09 -0.24
O 0.958067 -4.214292 1.623195 0.40 -0.37 0.86
H -0.517524 0.024099 0.200184 0.02 0.23 -0.18
H -0.739512 -0.932831 1.655058 0.10 -0.16 0.04
C 0.572159 -3.832336 0.577124 -0.16 -0.09 -0.07
H -3.602205 -0.605021 -1.878165 -0.14 -0.03 0.14
H -3.033724 1.963912 0.540328 -0.19 -0.02 0.17
H 1.031110 -2.089618 -1.929722 0.10 -0.21 -0.17
N -3.056235 1.025929 0.155233 0.62 0.09 -0.50
C -0.382625 1.151723 2.070783 0.01 -0.12 -0.34
H 1.270597 2.546235 2.060300 -0.03 0.16 0.14
H -0.474766 0.820307 3.098788 -0.16 0.15 0.28
C 2.130596 -0.240564 0.570991 -0.34 0.09 0.20
H 3.150959 -1.923441 -0.094544 0.13 -0.15 -0.10
H 2.832082 -0.762430 -1.357502 -0.10 0.21 -0.13
C -1.189378 0.998007 -3.647560 0.04 0.27 0.41
H -0.051371 2.690038 -2.919410 0.09 0.08 -0.16
H -1.162935 2.702233 -0.708398 0.10 0.15 0.03
C -1.424329 1.963933 -1.454703 -0.27 -0.29 -0.18
C -0.809983 1.954703 -2.703693 -0.40 -0.34 0.29
H 0.266285 -1.742803 -0.404718 -0.17 0.18 0.02
H 2.993291 1.145893 2.769204 0.11 0.00 0.43
H -2.484421 -0.634590 -4.092892 -0.14 -0.14 -0.02
O 1.441464 -3.425465 -0.391408 -0.17 0.22 -0.18
H 1.685670 0.375872 3.700753 -0.18 -0.28 0.08
N 2.269527 -0.513246 1.819801 -0.12 -0.47 0.24
H 0.977607 1.368457 -0.356284 0.04 -0.21 -0.29
H 2.570588 1.769880 0.228334 0.17 0.15 0.06
O -3.124047 -0.681121 1.680796 -0.55 -0.37 0.54
C 2.030119 0.638778 2.712473 0.34 0.58 -0.74

=====

Entry 6:
73
Properties=species:S:1:pos:R:3:forces:R:3 method="wB97M-V/def2-TZVPD" e_tot_ha=-3857.34326 homo_lumo_gap_ev=7.82 homo_energy_ev=-10.86 charge=+1 largest_force_ev_per_a=0.81
H 0.245339 3.346926 -3.116638 -0.05 -0.01 -0.02
Si 2.553593 -0.862103 1.301531 -0.34 -0.29 0.30
C -2.385854 0.300019 0.781244 -0.04 0.09 0.15
C -1.179215 -1.417771 2.796276 0.07 -0.01 0.00
H -0.190581 6.265568 0.847232 -0.02 0.00 -0.01
Pt 0.670245 -0.000802 0.272356 0.10 0.16 -0.71
H -2.463060 -0.581982 0.143562 0.04 -0.04 0.05
H 0.722113 5.746861 -3.302712 0.01 0.00 0.00
C 1.218724 -0.488320 -3.804635 -0.15 -0.05 0.03
C -1.463273 -3.792768 4.210495 0.01 -0.02 0.01
H -0.065527 -0.727988 4.505028 -0.01 0.01 0.01
H -2.547012 -4.504346 2.500399 -0.01 0.01 0.00
H 1.334258 -2.819215 -0.447011 -0.03 -0.05 -0.02
H 3.334245 -4.086083 -1.163293 -0.07 -0.06 -0.04
C 0.097883 -0.657069 -4.789656 0.08 -0.07 -0.05
H -2.768858 0.858198 3.966064 0.02 -0.02 0.00
H -0.666369 3.873118 1.053001 -0.01 -0.01 0.00
C 1.303319 -1.428605 -2.601063 -0.25 0.06 0.02
P -0.631451 1.681197 -0.846946 -0.35 -0.39 0.08
H -0.334965 -2.826223 5.757779 0.01 0.00 0.00
C -2.302518 1.567553 -0.084087 0.09 -0.03 0.09
H 2.182213 -0.381807 -4.302456 0.01 0.04 0.01
C -0.373513 4.274814 0.090619 0.00 -0.01 -0.01
C -0.468373 0.995897 -2.513643 0.08 0.33 -0.14
C 0.147719 3.977989 -2.243218 -0.04 0.01 -0.01
H -0.910452 4.351772 5.577421 0.00 -0.01 0.00
H 3.517333 -4.081895 -3.508505 0.00 0.00 0.01
C 2.352297 -4.559358 -1.256424 0.01 -0.01 -0.02
H -1.872141 -0.223358 -5.344991 0.00 0.00 0.00
C -1.862765 -2.493137 2.231020 -0.03 -0.02 -0.01
H 0.280620 -3.996498 -1.262392 -0.01 0.01 0.00
H 1.623382 -2.916683 -4.604062 0.04 -0.01 -0.03
C -0.905788 1.440634 3.045359 -0.04 0.01 -0.01
Cl 2.495986 -1.972948 3.035574 0.07 0.00 -0.04
H 2.560728 -5.267693 -4.426220 -0.01 0.01 0.00
C -1.095140 -0.097756 -4.602398 -0.04 0.02 -0.03
C 0.417520 5.334856 -2.350036 0.01 -0.02 0.00
C 0.976393 0.559586 -2.697916 -0.33 -0.03 0.14
H 0.977220 2.225550 2.377536 -0.01 0.00 -0.01
H -3.259143 0.313567 1.438161 -0.07 0.05 -0.10
C 1.436260 -3.559774 -3.747349 -0.04 0.01 0.04
H 0.496747 7.217361 -1.330317 0.01 0.00 0.00
H -2.450388 0.938572 -3.219305 0.00 0.00 0.00
C -0.264920 3.442470 -1.025455 0.19 -0.03 0.18
H -2.395691 2.443551 0.562713 0.05 0.07 -0.09
C 2.544477 -4.586176 -3.577470 -0.02 -0.01 0.03
H 0.965011 4.102646 3.987671 0.00 0.00 0.00
H 1.683753 1.388503 -2.619734 0.00 0.00 -0.09
C -1.958673 2.622452 4.860471 0.04 0.03 0.00
H 0.484392 -4.078391 -3.893773 0.00 0.02 -0.01
P -0.876765 0.088688 1.852790 -0.02 0.13 0.17
C -0.620119 -1.547761 4.066474 -0.10 0.02 0.00
H -3.098325 1.641752 -0.826192 -0.05 -0.12 0.04
O 2.310385 -5.362573 -2.422560 -0.02 -0.03 -0.03
H 0.289355 -1.227293 -5.690242 0.00 -0.01 0.01
C -0.102322 5.627130 -0.021787 0.02 0.01 0.00
C -1.413507 0.674832 -3.394969 0.00 -0.09 0.11
Cl 3.852038 -1.894767 0.059151 0.19 0.15 0.07
N 1.345208 -2.741316 -2.536883 0.20 -0.04 -0.03
C -2.008613 -3.675217 2.939919 0.01 0.01 -0.01
C 0.145630 2.352019 3.061674 0.05 -0.04 0.03
H -2.768638 2.722587 5.570427 -0.01 0.00 -0.01
C 0.140760 3.401664 3.971974 0.02 0.00 -0.01
N 1.197121 -0.489208 -1.680915 0.79 0.15 -0.11
C 0.290146 6.159046 -1.243298 -0.01 0.02 0.02
C -0.767478 -2.731573 4.770774 -0.02 0.01 0.01
Cl 3.556239 0.890703 1.735803 0.13 0.12 0.08
C 1.257476 -3.503523 -1.288634 -0.10 0.00 -0.02
C -0.909414 3.536890 4.865396 -0.02 0.01 0.01
H -1.578659 -4.715104 4.764224 0.00 0.00 0.00
C -1.956236 1.575950 3.956017 -0.08 0.00 -0.05
H -2.289103 -2.420983 1.238416 0.01 0.00 0.00
H 2.198721 -5.222859 -0.407363 0.01 0.01 0.01

=====

Please write out number 1 again, unchanged.
14
Properties=species:S:1:pos:R:3:forces:R:3 method="wB97M-V/def2-TZVPD" e_tot_ha=-266.34499 homo_lumo_gap_ev=8.18 homo_energy_ev=-8.37 charge=0 largest_force_ev_per_a=7.53
H -0.147498 -1.733495 -0.202628 1.49 -0.11 1.87
H -0.697542 1.815610 0.285636 2.53 -2.66 0.53
N 0.080730 0.418293 -1.039816 -1.14 -2.03 -4.92
H -1.948762 1.366912 -1.283538 4.11 -0.87 -3.13
H 0.907391 -2.218604 1.291003 -0.51 0.21 0.22
H 0.407339 -0.662181 -1.289751 -1.46 3.92 0.83
H -0.051499 1.078770 2.712225 -0.83 -3.31 0.40
C 0.036998 0.802893 0.207372 -3.86 4.35 -0.92
C -0.122173 -0.271330 2.550933 1.76 5.66 -3.06
C 0.372845 -0.087523 1.113207 0.54 -4.86 5.73
N -1.027811 0.904142 -2.019545 2.86 1.99 1.17
H 1.589954 -1.593946 -0.112629 0.98 0.71 -0.33
H -0.156125 1.621221 -2.757317 -4.45 -1.76 2.98
C 0.756153 -1.440764 0.544847 -2.04 -1.24 -1.37